ORCA calculation (ωB97M-V with the def2-TZVPD basis set) on 11 unconnected molecules or ions with the total composition C44H84F6O22.

## Properties
total charge = 0
M = 1079.12 g mol⁻¹
F_max = 0.0509 hartree/bohr
electronic energy = -3981.1852 Eh
HOMO-LUMO gap = 9.9 eV

Each atom is followed by the atoms it is bonded to, with distances in Å.
Geometry (Å):
1 O -1.809 -3.239 -6.875  C35 1.193
2 H -1.615 7.462 6.362  C151 1.088
3 H -0.521 -1.509 1.808  C122 1.092
4 H -4.797 2.524 -5.193  C77 1.092
5 C 3.413 1.878 7.261  H46 1.091, O97 1.409, H118 1.088, H147 1.100
6 H -0.226 2.206 4.822  C11 1.095
7 C 6.482 1.552 -1.202  C31 1.525, C43 1.517, H86 1.090, H106 1.087
8 H 5.210 3.629 -7.098  C62 1.087
9 O 4.638 -3.748 -0.820  C80 1.403, C142 1.404
10 H 5.097 -3.046 -4.016  C28 1.095
11 C 0.284 1.826 5.713  H6 1.095, C12 1.537, O52 1.435, H133 1.088
12 C 1.632 2.557 5.797  C11 1.537, H76 1.093, O97 1.408, H141 1.092
13 C 4.217 -5.433 -4.014  H70 1.088, H119 1.091, H127 1.092, O132 1.429
14 O -1.333 1.629 -3.422  C41 1.413, C58 1.433
15 H -1.782 -0.180 -2.477  C41 1.091
16 F 1.992 3.190 -4.209  C38 1.333
17 H -2.135 0.211 2.270  C117 1.093
18 F -2.626 -6.173 0.446  C144 1.318
19 H 4.274 2.615 -8.332  C62 1.086
20 C 5.254 1.546 -6.628  C62 1.534, H68 1.086, O109 1.436, H120 1.091
21 H 0.135 -0.573 -4.041  C73 1.090
22 C -4.866 1.252 5.145  O65 1.426, H98 1.093, C103 1.510, H148 1.099
23 H -3.186 2.923 -1.843  C56 1.095
24 O 4.847 2.730 -4.141  C129 1.208
25 H -1.713 -3.319 4.131  C81 1.090
26 H -2.786 6.074 6.499  C151 1.091
27 H 6.218 -2.798 -1.798  C142 1.095
28 C 4.520 -3.309 -3.123  H10 1.095, H110 1.093, O132 1.414, C142 1.538
29 C -2.717 -4.473 2.066  O107 1.330, O116 1.186, C144 1.534
30 H -4.906 -0.762 -4.906  C39 1.088
31 C 5.320 1.897 -0.276  C7 1.525, C47 1.523, H71 1.087, H104 1.086
32 H -6.637 -2.612 -4.104  C85 1.092
33 H -2.377 -1.770 -4.757  C113 1.084
34 H -0.583 4.009 3.487  C150 1.096
35 C -1.068 -2.675 -6.130  O1 1.193, C113 1.524, O131 1.370
36 H -3.245 5.428 4.069  C112 1.094
37 H -2.361 4.312 5.118  C112 1.095
38 C 2.609 2.022 -4.031  F16 1.333, F49 1.320, C129 1.538, F136 1.336
39 C -4.751 -1.698 -4.375  H30 1.088, H51 1.089, C85 1.539, O87 1.428
40 H 0.875 -2.898 0.386  C145 1.095
41 C -1.404 0.821 -2.265  O14 1.413, H15 1.091, H50 1.095, H61 1.096
42 H -1.175 -0.026 4.256  C124 1.093
43 C 6.883 0.140 -0.824  C7 1.517, O59 1.207, O67 1.340
44 O -3.815 0.075 3.338  C103 1.425, C117 1.425
45 F -4.393 -6.116 1.648  C144 1.326
46 H 3.333 0.833 6.957  C5 1.091
47 C 5.239 0.693 0.652  C31 1.523, H53 1.093, O67 1.432, H101 1.091
48 H -4.076 2.092 3.391  C103 1.094
49 F 2.661 1.767 -2.737  C38 1.320
50 H -1.983 1.147 -1.395  C41 1.095
51 H -4.570 -2.500 -5.090  C39 1.089
52 O 0.513 0.443 5.404  C11 1.435, C124 1.413
53 H 4.222 0.302 0.568  C47 1.093
54 O -1.521 6.183 4.831  C112 1.440, C151 1.425
55 H -4.254 -3.736 5.776  C82 1.089
56 C -2.815 3.475 -2.712  H23 1.095, C58 1.522, H89 1.094, O96 1.418
57 H -3.394 -0.915 1.611  C117 1.086
58 C -1.416 3.024 -3.107  O14 1.433, C56 1.522, H79 1.094, H99 1.095
59 O 7.568 -0.609 -1.477  C43 1.207
60 H -1.148 5.397 2.558  C150 1.095
61 H -0.375 0.732 -1.896  C41 1.096
62 C 5.106 2.691 -7.638  H8 1.087, H19 1.086, C20 1.534, H64 1.097
63 C 1.804 -1.063 -0.059  H66 1.092, C75 1.501, H115 1.086, C145 1.526
64 H 5.992 2.629 -8.281  C62 1.097
65 O -4.988 0.045 5.895  C22 1.426, C123 1.401
66 H 2.454 -1.195 0.808  C63 1.092
67 O 6.263 -0.244 0.300  C43 1.340, C47 1.432
68 H 5.482 0.562 -7.024  C20 1.086
69 C 0.880 -2.441 -4.926  C73 1.546, H130 1.093, O131 1.432, H149 1.086
70 H 4.581 -5.238 -5.021  C13 1.088
71 H 5.520 2.803 0.291  C31 1.087
72 H 4.423 -4.740 0.930  C80 1.085
73 C -0.212 -1.587 -4.241  H21 1.090, C69 1.546, H111 1.092, C113 1.532
74 O -3.138 -2.210 -1.387  C93 1.194
75 C 1.187 0.281 0.199  C63 1.501, O105 1.199, O155 1.345
76 H 2.282 2.068 5.068  C12 1.093
77 C -3.905 2.443 -4.568  H4 1.092, H83 1.091, O96 1.409, H138 1.099
78 H -2.995 -4.918 5.748  C82 1.094
79 H -0.597 3.351 -2.460  C58 1.094
80 C 5.215 -4.300 0.334  O9 1.403, H72 1.085, H92 1.100, H134 1.097
81 C -2.792 -3.472 4.156  H25 1.090, C82 1.525, O107 1.421, H121 1.097
82 C -3.190 -3.856 5.577  H55 1.089, H78 1.094, C81 1.525, H88 1.088
83 H -3.022 2.272 -5.187  C77 1.091
84 H -4.055 -1.233 7.155  C123 1.095
85 C -5.970 -2.006 -3.488  H32 1.092, C39 1.539, H128 1.089, C137 1.520
86 H 7.314 2.242 -1.060  C7 1.090
87 O -3.664 -1.600 -3.455  C39 1.428, C93 1.338
88 H -2.589 -3.295 6.289  C82 1.088
89 H -2.751 4.525 -2.413  C56 1.094
90 H -1.385 -0.567 -5.703  C113 1.087
91 O -2.292 3.704 2.316  C126 1.431, C150 1.419
92 H 5.967 -5.074 0.119  C80 1.100
93 C -3.928 -2.188 -2.282  O74 1.194, O87 1.338, C137 1.506
94 H -5.734 -2.193 -1.358  C137 1.091
95 F -4.042 -4.552 0.204  C144 1.323
96 O -3.748 3.596 -3.773  C56 1.418, C77 1.409
97 O 2.188 2.553 7.091  C5 1.409, C12 1.408
98 H -5.889 1.311 4.766  C22 1.093
99 H -1.172 3.472 -4.076  C58 1.095
100 H -3.535 0.869 1.410  C117 1.093
101 H 5.290 0.959 1.709  C47 1.091
102 H -0.793 3.642 0.714  C126 1.092
103 C -3.795 1.292 4.081  C22 1.510, O44 1.425, H48 1.094, H108 1.093
104 H 4.432 1.964 -0.898  C31 1.086
105 O 1.691 1.365 0.093  C75 1.199
106 H 6.127 1.646 -2.226  C7 1.087
107 O -3.384 -4.353 3.211  C29 1.330, C81 1.421
108 H -2.785 1.459 4.465  C103 1.093
109 O 4.043 1.514 -5.855  C20 1.436, C129 1.302
110 H 3.914 -2.438 -2.861  C28 1.093
111 H -0.372 -2.004 -3.245  C73 1.092
112 C -2.248 5.051 4.317  H36 1.094, H37 1.095, O54 1.440, C150 1.501
113 C -1.413 -1.525 -5.190  H33 1.084, C35 1.524, C73 1.532, H90 1.087
114 H 0.238 -2.269 -1.061  C145 1.088
115 H 2.310 -1.099 -1.019  C63 1.086
116 O -1.747 -3.874 1.738  C29 1.186
117 C -3.195 0.056 2.056  H17 1.093, O44 1.425, H57 1.086, H100 1.093
118 H 3.753 2.044 8.281  C5 1.088
119 H 3.488 -6.245 -4.034  C13 1.091
120 H 6.102 1.829 -6.002  C20 1.091
121 H -3.189 -2.462 3.998  C81 1.097
122 C -0.456 -1.215 0.759  H3 1.092, H135 1.091, C145 1.509, O155 1.442
123 C -3.824 -0.336 6.573  O65 1.401, H84 1.095, H125 1.095, H143 1.097
124 C -0.084 0.021 4.195  H42 1.093, O52 1.413, H139 1.091, H153 1.097
125 H -3.025 -0.625 5.881  C123 1.095
126 C -1.521 3.068 1.291  O91 1.431, H102 1.092, H152 1.091, H156 1.091
127 H 4.964 -5.837 -3.328  C13 1.092
128 H -6.563 -1.138 -3.201  C85 1.089
129 C 4.014 2.024 -4.657  O24 1.208, C38 1.538, O109 1.302
130 H 1.585 -1.693 -5.296  C69 1.093
131 O 0.212 -3.141 -5.980  C35 1.370, C69 1.432
132 O 3.575 -4.332 -3.368  C13 1.429, C28 1.414
133 H -0.323 1.937 6.609  C11 1.088
134 H 5.843 -3.566 0.855  C80 1.097
135 H -1.457 -1.483 0.416  C122 1.091
136 F 1.830 1.112 -4.623  C38 1.336
137 C -5.355 -2.667 -2.265  C85 1.520, C93 1.506, H94 1.091, H154 1.087
138 H -4.105 1.563 -3.941  C77 1.099
139 H 0.296 -0.979 3.981  C124 1.091
140 H -3.103 7.431 5.423  C151 1.095
141 H 1.481 3.602 5.518  C12 1.092
142 C 5.465 -3.580 -1.941  O9 1.404, H27 1.095, C28 1.538, H146 1.098
143 H -3.505 0.381 7.341  C123 1.097
144 C -3.463 -5.369 1.069  F18 1.318, C29 1.534, F45 1.326, F95 1.323
145 C 0.564 -1.953 -0.073  H40 1.095, C63 1.526, H114 1.088, C122 1.509
146 H 6.061 -4.468 -2.189  C142 1.098
147 H 4.191 2.383 6.669  C5 1.100
148 H -4.788 2.075 5.869  C22 1.099
149 H 1.365 -3.119 -4.230  C69 1.086
150 C -1.481 4.530 3.137  H34 1.096, H60 1.095, O91 1.419, C112 1.501
151 C -2.309 6.804 5.844  H2 1.088, H26 1.091, O54 1.425, H140 1.095
152 H -1.016 2.220 1.757  C126 1.091
153 H 0.308 0.669 3.402  C124 1.097
154 H -5.484 -3.746 -2.286  C137 1.087
155 O -0.108 0.168 0.545  C75 1.345, C122 1.442
156 H -2.369 2.790 0.663  C126 1.091

Here are the Mulliken charges for atoms 1 to 8, given in e:
1 O -0.622
2 H 0.269
3 H -0.060
4 H 0.379
5 C -0.669
6 H -0.522
7 C -0.159
8 H 0.309